Arrangement A

This record from OMol25 describes 2 unconnected molecules or ions with the total composition C4H14N2Si. The level of theory is wB97M-V/def2-TZVPD.

Geometry as XYZ:
```
21
Properties=species:S:1:pos:R:3:mulliken_charge:R:1
C -3.0246 -0.3737 0.1341 -0.78
C 1.8840 -0.4028 1.5281 -1.09
C 0.5912 -1.3651 -1.1245 -1.14
C -2.3222 0.7506 -0.5219 -0.29
N 1.6892 1.2847 -1.0449 -0.51
N -0.4726 1.0442 0.5694 -0.57
Si 0.8765 0.1564 -0.0106 0.41
H -3.3324 -0.1220 1.1467 0.29
H -3.9247 -0.6048 -0.4448 0.34
H -2.4072 -1.2688 0.1532 0.21
H 1.2592 -0.4598 2.4143 0.31
H 2.3403 -1.3778 1.3869 0.31
H 2.6789 0.3059 1.7413 0.31
H 1.5242 -1.8839 -1.3267 0.39
H -0.0877 -2.0821 -0.6735 0.31
H 0.1731 -1.0622 -2.0791 0.29
H -1.8717 0.5730 -1.4815 0.27
H -2.6894 1.7481 -0.3544 0.27
H 2.4478 0.9628 -1.6288 0.22
H 1.9387 2.1720 -0.6368 0.20
H -0.8440 0.7923 1.4733 0.24
```

The gap between HOMO and LUMO (alpha / beta) comes out at 9.542 / 9.542 eV. The calculation puts the highest occupied orbital energy (alpha / beta) at -8.88 / -8.88 eV.

=====

Arrangement B

This record from OMol25 describes C4H14N2Si in the gas phase. The level of theory is wB97M-V/def2-TZVPD.

Geometry as XYZ:
```
21
Properties=species:S:1:pos:R:3:mulliken_charge:R:1
C 2.6538 1.2869 -0.2160 -0.71
N 1.7057 0.3017 0.2642 -0.16
Si 0.3725 -0.5057 -0.4948 0.15
C 0.6095 -2.2466 0.1980 -1.04
N -1.1937 0.0531 0.2461 0.15
C -1.2219 1.4606 0.4842 -0.92
C -2.4500 -0.5441 0.0317 -0.82
H 2.3530 2.4137 -0.0161 0.20
H 3.6851 1.2092 0.1441 0.29
H 2.5575 0.9915 -1.2613 0.24
H 1.9119 0.1076 1.2282 0.23
H 0.4308 -0.3762 -1.9130 -0.16
H 0.8648 -2.6889 1.1992 0.36
H -0.2772 -2.8109 -0.0496 0.32
H 1.5110 -2.7212 -0.4037 0.25
H -0.2729 1.9460 0.5839 0.24
H -1.4685 1.8919 -0.5077 0.33
H -1.9678 1.6392 1.2695 0.30
H -2.9202 -0.1525 -0.8970 0.28
H -2.1633 -1.7227 0.0205 0.19
H -3.1779 -0.4047 0.8459 0.30
```

Its SMILES is CN[Si@@H](C)N(C)C. The gap between HOMO and LUMO comes out at 9.033 eV. The calculation puts the highest occupied orbital energy at -8.07 eV.

=====

Most stable: arrangement A (next structure +0.678 eV)